The following is a DFT calculation (wB97M-V/def2-TZVPD) of a molecular structure, C3H8N2S2 in a non-equilibrium geometry.

Values from the calculation:
E_HOMO	-8.428	eV
LUMO level	-0.30	eV
HOMO-LUMO gap	8.1	eV
ΔE to the lowest compared entry with this formula, charge and spin	9.2457	eV

Structure (ORCA input):
```
! RIJCOSX wB97M-V def2-TZVPD def2/J DEFGRID3
* xyz 0 1
C -1.38207 -1.21942 -0.67685
C 0.81186 -0.52469 -0.13924
C -0.51406 1.80642 0.66090
H -2.03989 -2.34327 -0.36609
H -0.69035 -1.41749 -1.68461
H -1.95421 -0.25845 -0.77373
H -0.47799 -1.88189 1.17411
H -1.60928 2.65571 -0.25832
H 0.50938 2.55446 1.54842
H -1.03452 0.50459 1.29303
H 2.84839 1.25506 -0.41768
N -0.30360 -1.14363 0.42330
N 1.97232 -1.08666 0.13588
S 0.44906 1.13262 -0.73907
S 3.41496 -0.03338 -0.18002
*
```

Atomic partial charges in e from the natural (NBO) method, atoms 1 to 4: number 1, C, carries -0.43; number 2, C, carries 0.23; number 3, C, carries -0.89; number 4, H, carries 0.21